This record from the OMol25 dataset describes an isolated molecule of C22H24N4O2. The level of theory is the ωB97M-V functional and the def2-TZVPD basis.

Output
Kohn-Sham gap (Eh): 0.3337
DFT total energy (eV): -33261.431
Relative energy (zero: lowest compared OMol25 entry of this formula, charge and spin) (kcal per mole): 0.0

Last column: Löwdin charge in e.
CARTESIAN COORDINATES (ANGSTROEM)
O -0.699 -1.900 0.299  0.0262
C -0.951 -0.820 -0.223  -0.5046
N -1.985 -0.667 -1.097  0.0974
H -2.351 0.256 -1.262  0.1234
C -2.926 -1.752 -1.315  -0.1264
C -4.172 -1.565 -0.488  -0.2139
C -5.367 -1.166 -1.069  -0.0494
C -6.491 -0.956 -0.288  -0.0882
C -6.425 -1.136 1.083  -0.0938
C -5.234 -1.528 1.671  -0.0795
C -4.113 -1.742 0.890  -0.0334
H -3.182 -2.054 1.340  0.1103
H -5.181 -1.673 2.740  0.1028
H -7.302 -0.972 1.692  0.1003
H -7.418 -0.652 -0.751  0.1012
H -5.421 -1.025 -2.140  0.1076
H -2.412 -2.672 -1.030  0.1277
H -3.171 -1.787 -2.381  0.1217
N -0.166 0.275 0.018  -0.0047
C -0.330 1.552 -0.654  -0.2663
H -0.704 1.332 -1.657  0.1403
C -1.306 2.484 0.103  -0.1331
H -1.346 2.179 1.150  0.1208
C -0.698 3.879 -0.009  -0.1910
H -1.046 4.547 0.778  0.1083
C 0.802 3.611 0.061  -0.1858
H 1.394 4.447 -0.308  0.1090
H 1.098 3.415 1.092  0.1075
C 0.982 2.358 -0.798  -0.1238
H 1.856 1.784 -0.506  0.0860
H 1.104 2.647 -1.842  0.1172
H -0.952 4.321 -0.974  0.1131
H -2.320 2.442 -0.295  0.1068
C 0.757 0.170 1.137  -0.0521
C 2.081 -0.436 0.741  -0.2837
N 3.138 0.294 0.759  0.1489
C 4.328 -0.290 0.396  -0.2114
C 5.493 0.483 0.416  -0.0175
C 6.698 -0.078 0.057  -0.0773
C 6.772 -1.416 -0.329  -0.0794
C 5.634 -2.190 -0.358  -0.0111
C 4.404 -1.638 0.003  -0.0725
C 3.184 -2.447 -0.028  -0.3970
O 3.107 -3.609 -0.365  0.0821
N 2.058 -1.743 0.380  0.2104
H 1.147 -2.215 0.374  0.1315
H 5.660 -3.227 -0.654  0.1189
H 7.725 -1.841 -0.607  0.1015
H 7.596 0.522 0.076  0.1028
H 5.419 1.516 0.718  0.1089
H 0.299 -0.476 1.896  0.1401
H 0.933 1.159 1.557  0.1232

---

This record from the OMol25 dataset describes a structure of composition C22H25AsN4O9PS2V in a non-equilibrium geometry. The level of theory is the ωB97M-V functional and the def2-TZVPD basis.

Output
Kohn-Sham gap (spin up / spin down) (Eh): 0.2430 / 0.2619
Total charge: -1
DFT total energy (eV): -165098.679
Relative energy (zero: lowest compared OMol25 entry of this formula, charge and spin) (kcal per mole): 26.4
2S+1: 4

Last column: Mulliken spin population.
CARTESIAN COORDINATES (ANGSTROEM)
V -0.123 -0.066 0.304  2.7144
N 3.885 1.152 1.369  0.0022
C 2.700 0.494 1.146  0.0214
S 1.265 1.060 2.004  -0.0316
N 2.753 -0.539 0.348  0.0027
N 1.484 -1.147 0.358  -0.0935
C 1.383 -2.403 0.667  0.0889
C 2.550 -3.310 0.770  0.0071
C 2.813 -4.040 1.924  0.0212
C 3.948 -4.838 2.009  -0.0078
C 4.825 -4.911 0.938  0.0151
C 4.564 -4.186 -0.220  -0.0071
C 3.437 -3.386 -0.302  0.0197
C 0.063 -2.736 1.240  0.1050
C -0.311 -4.007 1.660  0.0022
C -1.459 -4.169 2.403  0.0217
C -2.216 -3.055 2.733  0.0198
C -1.817 -1.828 2.245  0.0463
N -0.723 -1.658 1.496  -0.0501
H 3.775 2.107 1.663  0.0012
H 4.585 1.000 0.658  -0.0004
H 2.144 -3.967 2.772  0.0024
H 4.152 -5.389 2.918  -0.0003
H 5.715 -5.524 1.004  0.0014
H 5.245 -4.238 -1.059  0.0001
H 3.230 -2.813 -1.196  -0.0008
H 0.309 -4.851 1.390  0.0016
H -1.758 -5.158 2.728  0.0020
H -3.110 -3.128 3.336  0.0014
H -2.400 -0.940 2.447  0.0066
O -3.652 -0.285 -0.141  -0.0083
As -2.541 1.055 0.318  0.0350
O -3.527 2.297 0.700  0.0087
O -1.935 1.402 -1.476  0.0036
C -2.432 0.974 -2.641  -0.0156
C -3.510 1.628 -3.231  0.0025
C -3.983 1.223 -4.468  0.0004
C -3.400 0.155 -5.141  0.0001
C -2.343 -0.524 -4.553  -0.0004
C -1.857 -0.124 -3.313  0.0225
S -0.562 -1.075 -2.578  -0.0153
O -0.430 -2.290 -3.340  0.0024
O 0.642 -0.270 -2.492  0.0139
O -1.075 -1.298 -1.168  -0.0046
H -3.126 -0.997 -0.533  0.0054
H -3.963 2.446 -2.686  0.0000
H -4.824 1.744 -4.911  0.0000
H -3.776 -0.154 -6.108  0.0000
H -1.888 -1.380 -5.031  -0.0001
C 2.297 4.083 0.189  0.0015
O 2.075 2.922 -0.592  -0.0093
P 0.590 2.307 -0.841  0.0447
O 0.300 2.940 -2.306  -0.0067
C 1.139 2.680 -3.428  0.0045
O -0.371 3.277 0.018  0.0037
C -1.116 4.383 -0.484  -0.0005
H 1.923 4.980 -0.312  0.0002
H 3.376 4.190 0.316  -0.0002
H 1.820 3.996 1.167  -0.0002
H 0.560 2.932 -4.315  -0.0003
H 1.434 1.636 -3.476  -0.0007
H 2.027 3.315 -3.381  0.0004
H -1.700 4.762 0.350  0.0002
H -1.791 4.049 -1.270  -0.0002
H -0.451 5.158 -0.871  -0.0001

---

This record from the OMol25 dataset describes a structure of composition C22H25BCrN10O2 in a non-equilibrium geometry. The level of theory is the ωB97M-V functional and the def2-TZVPD basis.

Output
Kohn-Sham gap (spin up / spin down) (Eh): 0.1854 / 0.2319
Total charge: +2
DFT total energy (eV): -71298.834
Relative energy (zero: lowest compared OMol25 entry of this formula, charge and spin) (kcal per mole): 0.0
2S+1: 3

Last column: Mulliken spin population.
CARTESIAN COORDINATES (ANGSTROEM)
Cr -0.002 -0.823 1.852  2.0469
C -3.135 -2.000 3.037  0.0003
C -2.642 -0.626 3.321  0.0079
C -3.206 0.381 4.074  0.0012
C -2.309 1.447 4.035  0.0172
N -1.265 1.121 3.282  0.0286
N -1.455 -0.162 2.841  -0.0640
B -0.002 1.973 2.863  -0.0397
N 0.001 1.996 1.308  0.0117
C 0.002 2.937 0.358  0.0347
C 0.005 2.332 -0.885  0.0027
C 0.006 0.968 -0.642  -0.0023
C 0.008 -0.145 -1.631  0.0076
N 0.003 0.772 0.694  -0.0399
N 1.261 1.121 3.282  0.0286
C 2.305 1.448 4.035  0.0178
C 3.203 0.383 4.072  0.0015
C 2.640 -0.624 3.317  0.0078
C 3.136 -1.997 3.031  0.0000
N 1.453 -0.161 2.840  -0.0645
N -0.002 3.263 3.592  0.0022
C 0.002 4.587 3.253  0.0000
C 0.001 5.312 4.406  0.0001
C -0.003 4.356 5.450  0.0001
C -0.005 4.606 6.922  0.0000
N -0.004 3.131 4.960  0.0000
H -2.793 -2.690 3.810  0.0009
H -2.791 -2.358 2.066  -0.0008
H -4.222 -2.010 3.032  0.0003
H -4.149 0.348 4.591  -0.0005
H -2.350 2.409 4.519  0.0017
H 0.000 3.983 0.597  0.0023
H 0.007 2.821 -1.843  -0.0002
H 0.009 0.268 -2.636  0.0003
H -0.878 -0.772 -1.522  0.0004
H 0.895 -0.770 -1.520  0.0003
H 2.345 2.409 4.521  0.0016
H 4.147 0.351 4.587  -0.0005
H 2.797 -2.688 3.803  0.0010
H 4.224 -2.002 3.025  0.0003
H 2.793 -2.354 2.059  -0.0007
H 0.005 4.938 2.240  -0.0002
H 0.003 6.385 4.501  0.0000
H -0.005 5.673 7.128  0.0000
H 0.873 4.165 7.393  0.0000
H -0.884 4.164 7.390  0.0000
O 0.012 -2.452 2.975  -0.0212
N 0.011 -3.561 2.339  -0.0153
N 0.003 -3.402 1.093  0.0403
O -0.002 -2.127 0.632  -0.0188
C -0.001 -4.479 0.135  -0.0146
C 0.004 -5.785 0.610  0.0038
C 0.001 -6.810 -0.316  -0.0020
C -0.007 -6.529 -1.678  0.0051
C -0.012 -5.215 -2.124  -0.0020
C -0.008 -4.169 -1.215  0.0078
H 0.010 -5.990 1.671  0.0008
H 0.005 -7.835 0.027  -0.0001
H -0.010 -7.339 -2.393  0.0002
H -0.018 -5.001 -3.183  -0.0001
H -0.012 -3.143 -1.551  0.0035

---

This record from the OMol25 dataset describes an isolated molecule of C22H25BrN2O4S. The level of theory is the ωB97M-V functional and the def2-TZVPD basis.

Output
Kohn-Sham gap (Eh): 0.3307
DFT total energy (eV): -115268.760
Relative energy (zero: lowest compared OMol25 entry of this formula, charge and spin) (kcal per mole): 0.0

Last column: Löwdin charge in e.
CARTESIAN COORDINATES (ANGSTROEM)
C -1.293 -3.141 -0.294  -0.0824
H -1.787 -4.101 -0.424  0.0775
H -1.428 -2.547 -1.195  0.0766
H -1.753 -2.619 0.542  0.0666
C 0.196 -3.337 -0.039  -0.1433
C 0.884 -2.003 0.131  -0.4186
O 0.301 -0.982 0.444  0.0421
N 2.235 -2.015 -0.051  0.0225
C 3.014 -0.865 -0.115  -0.1372
C 2.686 0.372 -0.637  -0.1834
C 3.639 1.381 -0.594  -0.1039
C 4.883 1.139 -0.041  -0.6622
C 5.249 -0.127 0.412  -0.0559
C 4.308 -1.127 0.353  -0.1403
C 4.414 -2.583 0.703  -0.0743
H 5.304 -3.045 0.277  0.1231
H 4.449 -2.713 1.787  0.1249
C 3.118 -3.165 0.106  -0.0995
H 2.666 -3.915 0.754  0.1216
H 3.311 -3.614 -0.874  0.1350
H 6.248 -0.312 0.777  0.1138
Br 6.155 2.542 0.039  0.7514
H 3.400 2.332 -1.041  0.1112
S 1.283 0.624 -1.764  0.7319
O 1.791 1.546 -2.745  -0.3071
O 0.884 -0.671 -2.253  -0.2973
C -0.107 1.439 -0.904  -0.2013
H -0.481 2.176 -1.609  0.1154
C 0.349 2.063 0.398  -0.1189
C -0.861 2.293 1.307  -0.4975
O -1.307 3.392 1.551  0.0676
N -1.352 1.145 1.814  0.0761
H -0.950 0.273 1.498  0.1096
C -2.610 1.098 2.518  -0.1635
C -3.703 0.419 1.677  -0.1253
C -3.774 1.031 0.304  -0.2382
C -3.407 0.297 -0.816  -0.0596
C -3.417 0.874 -2.075  -0.0892
C -3.792 2.197 -2.226  -0.0919
C -4.168 2.934 -1.115  -0.0729
C -4.161 2.355 0.140  -0.0379
H -4.451 2.938 1.001  0.1186
H -4.464 3.967 -1.226  0.1043
H -3.794 2.652 -3.205  0.1012
H -3.122 0.291 -2.935  0.1069
H -3.114 -0.737 -0.706  0.0975
H -3.485 -0.648 1.592  0.1051
H -4.658 0.532 2.194  0.1188
H -2.881 2.134 2.730  0.1154
H -2.482 0.562 3.465  0.1190
H 0.843 3.019 0.220  0.1306
H 1.040 1.385 0.903  0.1047
H -0.848 0.660 -0.752  0.0655
H 0.343 -3.930 0.870  0.1236
H 0.655 -3.866 -0.875  0.1235